This record from the OMol25 dataset describes 5 unconnected molecules or ions with the total composition C3H18NO4 at a distorted geometry. The level of theory is ωB97M-V/def2-TZVPD.

Summary:
Relative energy (zero: lowest compared OMol25 entry of this formula, charge and spin) ... 0.0 kJ/mol

Structure (ORCA input):
```
! wB97M-V def2-TZVPD RIJCOSX def2/J DEFGRID3
* xyz 0 2
C -0.680 -0.466 -0.403
C 0.388 -0.411 -1.480
C 0.081 -1.447 -2.562
N -0.662 0.697 0.524
H -1.636 -0.618 -0.899
H -0.562 -1.398 0.132
H 1.384 -0.572 -1.144
H 0.399 0.558 -1.983
H -0.862 -1.198 -3.071
H 0.885 -1.555 -3.269
H -0.275 -2.402 -2.154
H -1.504 1.258 0.305
H -0.686 0.453 1.537
H 0.143 1.275 0.308
H 3.052 1.524 0.190
H 2.343 0.558 1.148
O 2.220 1.377 0.650
H -2.403 1.117 3.238
H -0.900 0.898 3.640
O -1.626 0.560 3.086
H -3.581 1.657 -0.793
H -3.397 2.997 -0.128
O -3.050 2.105 -0.114
H 3.957 -2.206 1.812
H 3.501 -2.765 0.427
O 3.471 -1.997 1.006
*
```